1.
This record from the OMol25 dataset describes 4 unconnected molecules or ions with the total composition C26H42FN2O4P. The level of theory is ωB97M-V/def2-TZVPD.

Properties
SMILES: CCP(C)c1cc(F)cc2ncc(CCCO)nc12.C1CCOC1.C1CCOC1.C1CCOC1
HOMO-LUMO gap (Eh): 0.2573
E (eV): -50810.9400
LUMO level (Ha): -0.042

The geometry in ORCA input format:
```
! RIJCOSX wB97M-V def2-TZVPD def2/J DEFGRID3
* xyz 0 1
C 4.4907 3.5815 0.6100
C 3.0033 2.9013 0.6671
P 1.8428 3.5941 -0.6918
C 2.6042 3.2386 -2.4118
C 0.1804 2.6276 -0.6619
C -1.1823 3.3838 -0.4901
C -2.4791 2.4852 -0.4341
F -3.7234 3.1921 -0.2806
C -2.4090 0.9217 -0.5394
C -1.0298 0.1543 -0.7558
N -1.1131 -1.2842 -0.8368
C 0.2153 -1.7786 -1.0282
C 1.5394 -0.9544 -1.1390
C 2.9135 -1.7264 -1.4020
C 4.1834 -0.7874 -1.6916
C 5.2974 -0.8040 -0.5066
O 4.8180 -0.1886 0.7159
N 1.5532 0.4667 -1.0103
C 0.2436 1.0385 -0.8150
H 4.9373 3.4256 1.6654
H 5.1113 2.9318 -0.1036
H 4.4183 4.6804 0.3051
H 2.5421 3.0000 1.7274
H 3.1999 1.7651 0.5410
H 3.5763 3.8311 -2.5987
H 2.9046 2.1220 -2.5291
H 1.8263 3.4452 -3.2441
H -1.2276 4.5355 -0.4130
H -3.4205 0.3829 -0.4494
H 0.3206 -2.9290 -1.1107
H 3.2193 -2.4471 -0.5459
H 2.7490 -2.3965 -2.3327
H 3.9438 0.3053 -1.9254
H 4.7391 -1.1950 -2.6273
H 6.1877 -0.1898 -0.8912
H 5.5998 -1.9073 -0.3350
H 3.8556 -0.3601 0.8317
C -6.7715 3.9894 3.1791
C -5.7458 3.5289 2.1681
C -4.4430 3.8241 2.8840
O -4.7009 3.6870 4.2882
C -6.1178 3.6015 4.4904
H -7.7559 3.5372 3.0439
H -6.8838 5.0775 3.1246
H -5.8455 2.4504 2.0033
H -5.8242 4.0302 1.2021
H -4.1138 4.8529 2.7025
H -3.6395 3.1444 2.5899
H -6.3556 2.5670 4.7616
H -6.4117 4.2542 5.3157
C -5.3066 -1.3968 1.6276
C -4.2084 -0.6265 2.3251
C -4.7725 -0.4679 3.7228
O -5.6010 -1.6128 3.9679
C -5.7997 -2.3111 2.7314
H -4.9690 -1.9405 0.7431
H -6.1058 -0.7116 1.3245
H -3.2950 -1.2300 2.3571
H -3.9707 0.3275 1.8508
H -5.4032 0.4247 3.7983
H -3.9928 -0.4085 4.4857
H -5.2141 -3.2361 2.7714
H -6.8550 -2.5714 2.6213
C 4.5335 -6.4808 -3.9583
C 5.9384 -5.9244 -4.0058
C 5.6842 -4.4339 -4.1100
O 4.4509 -4.1741 -3.4248
C 3.8034 -5.4250 -3.1528
H 4.4695 -7.4755 -3.5135
H 4.1196 -6.5310 -4.9710
H 6.4585 -6.1502 -3.0689
H 6.5378 -6.3132 -4.8309
H 5.5598 -4.1237 -5.1529
H 6.4849 -3.8397 -3.6630
H 3.8867 -5.6183 -2.0776
H 2.7446 -5.3555 -3.4133
*
```

2.
This record from the OMol25 dataset describes C4H5F3S in the gas phase. The level of theory is ωB97M-V/def2-TZVPD.

Properties
SMILES: C[C@H](C=S)C(F)(F)F
HOMO-LUMO gap (Eh): 0.3174
Relative energy (zero: lowest compared OMol25 entry of this formula, charge and spin) (kJ/mol): 0.0
E (eV): -23215.8911
LUMO level (Ha): -0.023

The geometry in ORCA input format:
```
! RIJCOSX wB97M-V def2-TZVPD def2/J DEFGRID3
* xyz 0 1
C -1.1050 -0.8593 0.1261
C 0.3305 -0.3209 0.1181
C 0.5072 0.5999 1.3638
S 1.8550 0.5620 2.1846
C 0.5215 0.4307 -1.1026
F 0.4017 -0.4016 -2.1799
F 1.7507 1.0669 -1.3138
F -0.3924 1.3722 -1.3959
H -1.9027 0.0422 0.3585
H -1.4573 -1.1547 -0.8553
H -1.3096 -1.5456 0.8462
H 1.1245 -1.0927 0.2815
H -0.3241 1.3010 1.5687
*
```

3.
This record from the OMol25 dataset describes a molecular structure, C22H34N2O4P2SZr. The level of theory is ωB97M-V/def2-TZVPD.

Properties
HOMO-LUMO gap (Eh): 0.2459
Relative energy (zero: lowest compared OMol25 entry of this formula, charge and spin) (kJ/mol): 0.0
E (eV): -65229.8919
LUMO level (Ha): -0.008

The geometry in ORCA input format:
```
! RIJCOSX wB97M-V def2-TZVPD def2/J DEFGRID3
* xyz 0 1
Zr -0.0993 -0.7394 -0.6483
P 2.3820 -0.8624 -0.8155
P -2.5798 -0.6123 -0.4368
N -0.1408 0.3168 -2.0898
H 1.3384 -3.2772 1.6245
C 3.1464 -2.3432 -1.6433
H 4.2502 -2.2872 -1.6670
H 2.7622 -2.4092 -2.6754
H 2.8404 -3.2554 -1.1029
C 3.3226 -0.8131 0.7777
H 4.4016 -0.9908 0.6228
H 2.9180 -1.5798 1.4593
H 3.1744 0.1762 1.2410
C 3.1158 0.5341 -1.7688
H 4.2176 0.5411 -1.6958
H 2.7058 1.4776 -1.3731
H 2.8126 0.4430 -2.8246
C -3.6170 -1.9838 -1.1456
H -4.6992 -1.7871 -1.0379
H -3.3650 -2.9269 -0.6319
H -3.3712 -2.0971 -2.2152
C -3.2504 -0.4973 1.2837
H -4.3547 -0.4906 1.2961
H -2.8702 0.4280 1.7477
H -2.8794 -1.3560 1.8679
C -3.2878 0.8758 -1.2631
H -4.3680 0.9805 -1.0600
H -3.1177 0.7914 -2.3489
H -2.7470 1.7638 -0.8975
C -0.1158 1.1250 -3.1917
C -0.0743 1.4327 -5.6167
C -0.1029 0.5849 -4.5048
C -0.0994 2.5371 -3.0342
C -0.0701 3.3709 -4.1547
C -0.0574 2.8275 -5.4509
H -0.0646 1.0019 -6.6242
H -0.1157 -0.5033 -4.6221
H -0.1083 2.9450 -2.0188
H -0.0568 4.4580 -4.0176
H -0.0346 3.4862 -6.3252
C 0.2588 -3.3466 1.3596
O -0.0639 -2.2611 0.5334
C 0.0360 -4.6617 0.6009
H -0.3998 -5.4198 1.2761
H 0.9872 -5.0559 0.2015
H -0.6610 -4.5032 -0.2396
C -0.5628 -3.2701 2.6517
H -1.5137 -3.8218 2.5475
H -0.7900 -2.2172 2.8953
H 0.0054 -3.6980 3.4936
O 0.8265 -0.6796 2.4830
C 0.5301 0.4590 2.2047
N 0.1713 0.8280 0.9427
S -0.0150 2.5790 0.9619
O 1.1102 3.1118 0.0654
O -1.3709 2.9223 0.3585
C 0.1744 2.7502 2.7106
C 0.0214 3.8688 3.5298
C 0.2184 3.7129 4.9142
C 0.5674 2.4561 5.4469
C 0.7106 1.3469 4.6013
C 0.4998 1.5163 3.2299
H -0.2523 4.8284 3.1145
H 0.0970 4.5579 5.5780
H 0.7138 2.3393 6.5137
H 0.9592 0.3746 5.0095
*
```

4.
This record from the OMol25 dataset describes a molecular structure, C40H54BClN4OP2Pd. The level of theory is ωB97M-V/def2-TZVPD.

Properties
HOMO-LUMO gap (spin up / spin down) (Eh): 0.1812 / 0.1915
Relative energy (zero: lowest compared OMol25 entry of this formula, charge and spin) (kJ/mol): 0.0
E (eV): -85609.4078
LUMO level (spin up / spin down) (Ha): -0.209 / -0.290
Expectation value of S²: 6.123

The geometry in ORCA input format:
```
! RIJCOSX wB97M-V def2-TZVPD def2/J DEFGRID3
* xyz 2 5
Pd -0.4900 -0.1035 -0.1991
Cl 0.1710 3.2947 6.3262
C -0.2130 2.2657 5.0344
C -1.0789 1.1708 5.2477
C -1.3679 0.3425 4.2130
C -0.8159 0.5484 2.8944
O -1.0480 -0.2972 2.0089
C 0.0377 1.7151 2.6846
C 0.6051 2.1656 1.4214
N 0.3882 1.7707 0.2140
C 0.8484 2.6404 -0.8197
C 0.7737 4.0207 -0.5587
C 1.2496 4.9499 -1.4612
C 1.8443 4.5068 -2.6214
C 1.9206 3.1379 -2.9287
C 2.6387 2.7176 -4.0788
C 2.8238 1.3550 -4.2868
C 2.1875 0.4537 -3.4928
N 1.3206 0.8224 -2.4474
C 1.3276 2.1744 -2.0580
C 0.3280 2.5195 3.7689
H -1.4861 1.0079 6.2368
H -2.0100 -0.5207 4.3339
H 1.2652 3.0197 1.5509
H 0.2776 4.3648 0.3377
H 1.1597 6.0076 -1.2528
H 2.2681 5.2111 -3.3258
H 3.0977 3.4567 -4.7190
H 3.4594 0.9896 -5.0817
H 2.2777 -0.6034 -3.6792
H 0.9759 3.3802 3.6547
C -2.3369 3.3774 -0.4727
C -3.4387 2.3413 -0.6959
C -4.2464 2.2287 0.6010
C -4.3357 2.8414 -1.8388
P -2.6097 0.7232 -1.1211
C -2.1234 0.9306 -2.9094
N -1.0482 -0.0058 -3.1574
B 0.1855 -0.1432 -2.2334
N 0.5746 -1.5820 -2.5568
C 1.5587 -2.3036 -1.7794
P 1.2326 -1.8728 -0.0002
C 2.8631 -1.3222 0.7308
C 3.9186 -2.4278 0.7925
C 3.3992 -0.1679 -0.1278
C 2.6082 -0.7672 2.1399
C 0.6085 -3.4717 0.7266
C 1.4266 -4.6998 0.2988
C 0.5638 -3.3737 2.2554
C -0.8200 -3.6459 0.1991
C -0.1569 -2.0628 -3.5698
C -0.1036 -3.3072 -4.2187
C -0.9982 -3.5442 -5.2284
C -1.9551 -2.5690 -5.6232
C -2.0394 -1.3530 -5.0025
C -1.1404 -1.0780 -3.9552
C -3.8191 -0.7001 -1.0121
C -3.2143 -1.8861 -1.7751
C -5.2054 -0.4284 -1.5972
C -3.9470 -1.0989 0.4665
H -2.8036 4.3521 -0.3117
H -1.6630 3.4761 -1.3244
H -1.7492 3.1363 0.4129
H -4.5709 3.2313 0.8883
H -3.6438 1.8285 1.4215
H -5.1400 1.6170 0.4954
H -4.8135 3.7682 -1.5125
H -5.1239 2.1480 -2.1098
H -3.7581 3.0822 -2.7335
H -1.7688 1.9569 -3.0313
H -2.9548 0.7827 -3.5969
H 2.5751 -2.0000 -2.0435
H 1.4826 -3.3736 -1.9560
H 4.1171 -2.8658 -0.1886
H 3.6450 -3.2238 1.4838
H 4.8562 -1.9959 1.1499
H 3.6327 -0.4546 -1.1537
H 4.3292 0.1814 0.3260
H 2.7064 0.6703 -0.1609
H 2.4113 -1.5451 2.8740
H 1.7708 -0.0690 2.1457
H 3.4987 -0.2243 2.4652
H 2.5016 -4.5692 0.3907
H 1.2019 -4.9976 -0.7262
H 1.1423 -5.5386 0.9380
H 1.5570 -3.4558 2.6960
H -0.0316 -4.2056 2.6378
H 0.0987 -2.4447 2.5915
H -0.8532 -3.6651 -0.8946
H -1.4807 -2.8550 0.5598
H -1.2152 -4.6010 0.5525
H 0.6390 -4.0449 -3.9451
H -0.9736 -4.4876 -5.7573
H -2.6197 -2.8007 -6.4448
H -2.7585 -0.6115 -5.3240
H -3.3406 -1.7780 -2.8518
H -3.7327 -2.7997 -1.4747
H -2.1528 -2.0242 -1.5600
H -5.1576 -0.1117 -2.6411
H -5.7678 0.3104 -1.0310
H -5.7737 -1.3616 -1.5680
H -2.9825 -1.3635 0.8994
H -4.5994 -1.9731 0.5329
H -4.3847 -0.3156 1.0809
*
```

Strongest force on any atom (computed, Eh/bohr): 0.125; 0.099; 0.136; 0.012